w:
# C4H8O4

A 2-piece molecular cluster, C4H8O4 overall (ωB97M-V/def2-TZVPD, the OMol25 dataset).

Each line ends with the natural charge from an NBO analysis.
Cartesian coordinates (Å):
C -1.84431 0.06668 -0.98781  -0.60
C -2.37978 0.42715 0.37366  -0.55
C -1.53094 0.67430 1.31379  0.70
O -0.71189 0.79603 2.14830  -0.46
H -2.35977 0.64471 -1.75144  0.22
H -2.00046 -0.99455 -1.19064  0.21
H -0.74855 0.25313 -1.06082  0.22
H -3.43093 0.60634 0.54199  0.26
O 1.95021 -1.13169 1.07593  -0.73
C 1.51424 -0.15388 0.18982  0.60
O 1.68755 -0.59567 -1.13009  -0.74
O 2.20098 1.02853 0.30915  -0.71
H 2.91005 -1.18333 1.07010  0.47
H 0.45941 0.04966 0.55531  0.14
H 1.27763 -1.46101 -1.23564  0.48
H 3.00659 0.97360 -0.22161  0.48

Computed properties:
net charge	0
SMILES	CC=C=O.OC(O)O
LUMO	0.024	Eh

***

x:
# C4H8O4

A 2-piece molecular cluster, C4H8O4 overall (ωB97M-V/def2-TZVPD, the OMol25 dataset).

Each line ends with the natural charge from an NBO analysis.
Cartesian coordinates (Å):
O 1.83504 -1.30331 -0.65337  -0.68
C 2.46220 -0.48992 -0.02189  0.99
O 3.76607 -0.21073 -0.28489  -0.69
O 1.95120 0.26900 0.87549  -0.71
H 4.07828 -0.77741 -0.98900  0.50
H 0.92645 0.32464 0.98773  0.54
C -2.32413 1.57791 -0.09118  -0.47
C -1.08993 1.13673 0.08371  0.13
O -0.69876 -0.05168 0.70153  -0.57
C -1.17195 -1.23808 0.06016  -0.26
H -3.26623 1.00556 0.08497  0.21
H -2.49230 2.47590 -0.58321  0.21
H -0.18251 1.77608 0.03626  0.18
H -1.70840 -1.72474 0.84113  0.18
H -0.33005 -1.91539 -0.25073  0.23
H -1.75499 -0.85455 -0.79670  0.19

Computed properties:
net charge	0
SMILES	O=C(O)O.C=COC
LUMO	0.029	Eh

***

Tell me which of them is the most stable. Sure, it is x.

***

w:
# C21H25NO2

One molecule with the formula C21H25NO2 (ωB97M-V/def2-TZVPD, the OMol25 dataset).

Each line ends with the natural charge from an NBO analysis.
Cartesian coordinates (Å):
C -4.46176 -0.87888 1.08874  -0.63
C -3.44436 -0.38641 0.10451  -0.02
C -3.24026 -1.07287 -1.08613  -0.24
C -2.30394 -0.62762 -1.99506  -0.19
C -1.55968 0.50914 -1.73433  -0.30
C -1.75315 1.20864 -0.55044  0.29
O -1.09096 2.35812 -0.21151  -0.51
C -0.10238 2.88441 -1.06599  -0.06
C 1.22462 2.12707 -0.97284  -0.41
C 1.81110 2.22528 0.43846  -0.51
C 3.07427 1.39035 0.51689  0.70
O 4.17898 1.89693 0.46824  -0.62
N 2.92033 0.03780 0.53974  -0.48
C 4.10171 -0.77927 0.27527  -0.22
C 3.78493 -2.00217 -0.59411  -0.40
C 2.48769 -1.77989 -1.37954  -0.42
C 1.41051 -1.58086 -0.35875  -0.05
C 0.23608 -2.30902 -0.30077  -0.20
C -0.64849 -2.12193 0.74746  -0.20
C -0.34731 -1.22192 1.75445  -0.21
C 0.82573 -0.48962 1.71339  -0.25
C 1.69592 -0.65081 0.64393  0.21
C -2.69990 0.75678 0.38149  0.01
C -2.91418 1.51366 1.65843  -0.66
H -4.97125 -1.75976 0.70645  0.22
H -3.98729 -1.13693 2.03516  0.21
H -5.20506 -0.10916 1.29178  0.22
H -3.81978 -1.95937 -1.29889  0.21
H -2.14660 -1.16260 -2.91995  0.21
H -0.84253 0.83983 -2.46859  0.21
H -0.45740 2.91507 -2.10373  0.18
H 0.03628 3.91363 -0.72103  0.19
H 1.05261 1.07746 -1.21828  0.21
H 1.92430 2.54656 -1.69785  0.22
H 1.05903 1.90523 1.15559  0.23
H 2.08807 3.25904 0.65073  0.23
H 4.82001 -0.11928 -0.21881  0.24
H 4.54081 -1.09455 1.22842  0.20
H 3.65536 -2.88530 0.03507  0.20
H 4.61719 -2.19175 -1.27223  0.22
H 2.59400 -0.89039 -2.00747  0.21
H 2.26974 -2.63313 -2.02192  0.22
H 0.01477 -3.02664 -1.07712  0.21
H -1.56389 -2.69088 0.78643  0.22
H -1.02041 -1.10072 2.58924  0.21
H 1.07662 0.18453 2.51886  0.22
H -3.92650 1.91553 1.69775  0.22
H -2.78265 0.86018 2.51957  0.21
H -2.21094 2.33649 1.72926  0.24

Computed properties:
net charge	0
SMILES	Cc1cccc(OCCCC(=O)N2CCCc3ccccc32)c1C
LUMO	0.030	Eh

***

x:
# C21H25NO2

One molecule with the formula C21H25NO2 (ωB97M-V/def2-TZVPD, the OMol25 dataset).

Each line ends with the natural charge from an NBO analysis.
Cartesian coordinates (Å):
C -3.05358 2.56989 3.60490  -0.23
C -3.05006 2.14312 2.40593  -0.04
C -2.96378 1.85067 0.91503  0.23
O -3.63937 3.06084 0.30747  -0.75
C -3.92947 0.66367 0.57796  -0.42
C -3.10018 -0.55797 0.42371  -0.40
C -1.56416 -0.00234 0.66952  -0.19
C -0.38777 -0.71906 0.04238  -0.25
C -0.19057 -2.13418 0.49986  -0.39
C 0.86962 -2.81518 -0.33840  -0.44
C 2.05681 -1.96347 -0.48503  0.06
C 3.20780 -2.35754 -1.12205  -0.27
C 4.40704 -1.61866 -1.34183  0.16
N 5.34654 -2.02135 -2.21399  -0.14
O 5.11392 -3.27602 -2.86535  -0.59
C 4.69092 -0.40105 -0.51992  -0.43
C 3.52554 -0.06172 0.52080  -0.43
C 2.16185 -0.63384 0.13610  -0.03
C 0.97809 0.01349 0.47633  0.02
C 0.94949 1.30772 1.25238  -0.25
C -0.23128 2.05756 1.08892  -0.11
C -1.49124 1.53090 0.36653  -0.10
C -1.39682 2.09953 -1.05370  -0.41
C -2.36503 1.36768 -2.11578  -0.62
H -2.84172 2.75209 4.62786  0.24
H -4.43445 3.33008 0.77765  0.48
H -4.57867 0.79888 -0.25096  0.22
H -4.60721 0.43185 1.36394  0.22
H -3.21035 -0.90649 -0.62011  0.20
H -3.46495 -1.34492 1.05998  0.22
H -1.38976 -0.12415 1.71848  0.22
H -0.49812 -0.61108 -1.05370  0.21
H 0.22753 -2.12198 1.57761  0.21
H -1.04042 -2.78807 0.28086  0.22
H 0.41834 -3.11559 -1.33265  0.22
H 1.29223 -3.67952 0.09198  0.23
H 3.17160 -3.37201 -1.51034  0.22
H 5.96576 -3.53008 -3.17025  0.48
H 4.81046 0.55074 -1.18002  0.24
H 5.63593 -0.53709 0.09742  0.24
H 3.44706 0.94416 0.78874  0.22
H 3.75464 -0.32739 1.53720  0.22
H 1.63697 1.67793 1.91814  0.22
H -0.36391 2.95987 1.68027  0.22
H -0.31041 1.97598 -1.31646  0.22
H -1.72727 3.20322 -1.03986  0.25
H -2.12296 0.32615 -2.33242  0.20
H -3.34561 1.53943 -1.84295  0.21
H -2.36904 1.86525 -3.10218  0.22

Computed properties:
net charge	0
SMILES	C#C[C@]1(O)CC[C@H]2[C@@H]3CCC4=C/C(=N\O)CCC4=C3C=C[C@@]21CC
LUMO	-0.001	Eh

***

Tell me which of them is the most stable. Sure, it is w.

***

w:
# C7H10N2

C7H10N2 as an isolated structure (ωB97M-V/def2-TZVPD, the OMol25 dataset).

Each line ends with the natural charge from an NBO analysis.
Cartesian coordinates (Å):
C 1.49744 1.65230 -1.52580  -0.66
C 1.32576 0.84993 -0.23906  -0.16
C 0.61403 -0.56704 -0.38674  -0.12
C 0.73986 -1.06502 0.96942  -0.23
C 0.38273 -0.05917 1.62394  -0.20
C -0.09687 0.95218 0.68005  -0.10
C -1.88826 -0.34381 -0.19997  0.27
H 0.44543 2.05361 -1.84342  0.25
H 1.90198 0.97375 -2.48575  0.23
H 2.39772 2.61231 -1.41984  0.23
H 2.23266 0.58787 0.54593  0.24
H 0.85240 -1.27059 -1.02920  0.20
H 0.65976 -2.22734 1.25065  0.25
H 0.09353 -0.20180 2.75753  0.23
H -0.80598 1.67176 1.00687  0.22
H -2.92901 0.33789 -0.16676  0.21
H -1.13011 -2.16546 -0.21756  0.31
N -0.73472 0.18985 -0.45357  -0.45
N -2.00337 -1.74531 -0.10780  -0.70

Computed properties:
net charge	0
LUMO	0.033	Eh

***

x:
# C7H10N2

One molecule with the formula C7H10N2 (ωB97M-V/def2-TZVPD, the OMol25 dataset).

Each line ends with the natural charge from an NBO analysis.
Cartesian coordinates (Å):
C 2.51869 0.14234 0.35099  -0.62
C 1.05036 0.29385 -0.05383  -0.05
C 0.16624 -1.07031 -0.17818  -0.45
C -1.01925 -0.59227 0.58968  -0.12
C -0.62878 0.53238 1.44032  0.10
N 0.44894 1.02812 0.98553  -0.45
C -2.48075 -1.05983 0.65649  -0.32
C -2.24436 0.08363 -0.03449  0.23
N -2.66414 1.25110 -0.63598  -0.82
H 2.94858 1.21857 0.19307  0.22
H 2.96660 -0.56680 -0.33066  0.21
H 2.70541 -0.02184 1.46229  0.22
H 1.09354 0.97645 -1.10772  0.19
H 0.70582 -1.85016 0.26662  0.21
H -0.12423 -1.44928 -1.22623  0.22
H -1.25643 1.03795 2.10934  0.20
H -3.16211 -1.75719 1.12796  0.23
H -3.63056 1.56424 -0.49469  0.40
H -2.08424 1.94654 -1.03524  0.40

Computed properties:
net charge	0
SMILES	C[C@H]1C[C@]2(C=N1)C=C2N
LUMO	0.032	Eh

***

y:
# C7H10N2

One molecule with the formula C7H10N2 (ωB97M-V/def2-TZVPD, the OMol25 dataset).

Each line ends with the natural charge from an NBO analysis.
Cartesian coordinates (Å):
C -0.94305 0.74529 -1.60713  -0.62
C -0.17199 -0.46455 -1.06441  -0.40
C 0.15316 -0.43517 0.42585  -0.13
C -1.13766 -0.43180 1.29911  -0.59
C 0.84268 -1.69847 0.77190  0.28
N 1.36941 -2.70320 1.00200  -0.30
C 0.97657 0.81134 0.84678  -0.50
C 2.20757 0.92796 0.04211  0.28
N 3.18374 1.01448 -0.60927  -0.30
H -0.34923 1.67026 -1.64725  0.21
H -1.84120 0.97325 -1.00569  0.20
H -1.30441 0.49643 -2.61249  0.23
H -0.84180 -1.32435 -1.25642  0.22
H 0.70740 -0.64433 -1.72486  0.24
H -1.62708 0.48865 1.14620  0.21
H -1.79662 -1.22909 0.96377  0.23
H -0.98381 -0.62499 2.36525  0.23
H 1.19317 0.69371 1.89449  0.26
H 0.36314 1.73457 0.77005  0.26

Computed properties:
net charge	0
SMILES	CC[C@@](C)(C#N)CC#N
LUMO	0.019	Eh

***

Tell me which of them is the most stable. Sure, it is y.